Record 1
Below is a molecular structure, C17H40N3O15V, with properties calculated with ωB97M-V with the def2-TZVPD basis set.

Structure (ORCA input):
```
! wB97M-V def2-TZVPD RIJCOSX def2/J DEFGRID3
* xyz -1 2
O -14.4237 15.9947 -2.8085
V -14.3246 16.5506 -4.2817
O -12.7513 16.8619 -4.5336
O -12.3205 13.4663 -4.0474
C -13.1182 13.5842 -5.0763
O -13.6859 14.5825 -5.4828
O -13.3498 12.4492 -5.5818
H -12.2792 12.5157 -4.1748
O -15.4999 18.4816 -8.0049
C -15.5124 17.5638 -7.0973
O -15.0846 17.8033 -5.9762
O -15.7046 16.4295 -7.6102
H -15.3200 19.3149 -7.5636
O -18.1144 15.2277 -3.3726
C -17.1897 14.7280 -4.2478
O -16.2897 15.4235 -4.6690
O -17.2305 13.5434 -4.6637
H -18.7811 14.5452 -3.2664
C -9.4552 14.5472 -3.0218
O -9.4745 14.9031 -1.6660
C -10.7229 15.4290 -1.2121
C -11.0939 16.7609 -1.7419
N -10.1530 17.7957 -1.3361
C -10.3289 19.0883 -1.8677
C -9.9631 19.1378 -3.3727
O -10.0959 20.4729 -3.8864
C -10.0824 20.5006 -5.2664
H -9.6108 15.4640 -3.5903
H -10.1340 13.7391 -3.2945
H -8.4892 14.1835 -3.3720
H -10.6567 15.4215 -0.1241
H -11.4205 14.5981 -1.3171
H -12.0628 17.0372 -1.3262
H -11.1538 16.6876 -2.8278
H -9.1769 17.5365 -1.3396
H -9.6498 19.7404 -1.3185
H -11.3848 19.2942 -1.6920
H -10.6979 18.5000 -3.8639
H -9.0320 18.6344 -3.6331
H -11.0036 19.9922 -5.5511
H -9.2143 19.9729 -5.6614
H -10.1592 21.4497 -5.7970
C -14.9922 12.5101 0.2491
C -16.1508 13.0750 -0.5459
C -16.3227 14.5764 -0.6131
O -17.3488 15.0966 0.2118
C -16.9795 16.4045 0.7411
N -15.9763 12.5052 -1.9071
H -14.7656 11.4636 0.0449
H -14.9933 12.7193 1.3189
H -14.0564 13.0282 0.0398
H -17.0611 12.5814 -0.2056
H -16.5683 14.8086 -1.6494
H -15.3395 14.9832 -0.3767
H -16.0848 16.2580 1.3462
H -17.7129 16.6212 1.5178
H -16.6950 17.1231 -0.0275
H -15.0566 12.5847 -2.3170
H -16.6744 12.8449 -2.5531
C -14.3766 20.9013 -3.4195
C -14.1398 19.6364 -2.6725
C -14.5004 19.8220 -1.2277
O -14.0573 21.0313 -0.6668
C -14.3232 21.1960 0.7046
N -14.9570 18.5867 -3.2120
H -13.8106 21.7066 -2.9514
H -15.4185 21.2154 -3.3575
H -14.0873 20.8612 -4.4696
H -13.0691 19.4557 -2.7671
H -13.9764 19.0807 -0.6242
H -15.5847 19.7503 -1.1419
H -13.9969 20.3532 1.3138
H -15.3977 21.3730 0.6572
H -13.9240 22.1325 1.0941
H -15.8952 18.7181 -2.8617
H -15.1734 18.8358 -4.1666
*
```

- DFT total energy: -2908.54690 Eh
- Expectation value of S²: 0.757

***

Record 2
Below is a molecular structure, C5H7CuO3, with properties calculated with ωB97M-V with the def2-TZVPD basis set.

Structure (ORCA input):
```
! wB97M-V def2-TZVPD RIJCOSX def2/J DEFGRID3
* xyz 0 1
O 0.9595 -0.2621 1.1845
C 2.2562 -0.0142 1.0611
C 0.6601 -1.6824 1.3704
O -0.7813 2.4763 -1.1459
O 2.9120 -1.1084 1.2820
C 2.0537 -2.2729 1.4940
H 0.1029 -2.0295 0.4958
H 0.0515 -1.7681 2.2749
H 2.2939 -3.0075 0.7196
H 2.2794 -2.6756 2.4863
Cu -0.4101 1.6897 0.7739
C -2.6711 1.7055 -2.4073
H -2.7619 0.7536 -1.8745
H -3.4957 2.0064 -3.0562
C -1.7149 2.6077 -2.0640
H -1.7341 3.5814 -2.5944
*
```

- DFT total energy: -2060.75216 Eh
- Energy above the lowest of the compared OMol25 structures with the same formula, charge and spin: 141.9 kJ/mol